Record 1
Below is an isolated molecule of C2ClNO2, with properties calculated with ωB97M-V/def2-TZVPD.

Kohn-Sham gap	9.8	eV
SMILES string	O=c1c(=O)n1Cl
relative energy (zero: lowest compared OMol25 entry of this formula, charge and spin)	2.759	eV
HOMO level	-0.3784	Ha

ORCA input file:
```
! RIJCOSX wB97M-V def2-TZVPD def2/J DEFGRID3
* xyz 0 1
O -0.031 1.835 0.018
C -0.148 0.674 -0.026
C 0.755 -0.504 -0.084
O 1.489 -1.362 0.033
N -0.985 -0.342 0.050
Cl -2.658 -0.487 -0.006
*
```

Record 2
Below is a structure of composition C31H31N5O3Ru, with properties calculated with ωB97M-V/def2-TZVPD.

Kohn-Sham gap (spin up / spin down)	7.7 / 6.8	eV
expectation value of S²	8.77
relative energy (zero: lowest compared OMol25 entry of this formula, charge and spin)	0.000	eV
HOMO level (spin up / spin down)	-0.3901 / -0.4179	Ha

ORCA input file:
```
! RIJCOSX wB97M-V def2-TZVPD def2/J DEFGRID3
* xyz 1 6
Ru 0.240 -0.123 0.579
C -0.435 3.966 1.083
C 0.899 3.593 0.501
C 1.501 4.421 -0.438
C 2.739 4.106 -0.982
C 3.406 2.963 -0.570
C 2.841 2.110 0.373
C 3.601 0.906 0.861
C 1.576 2.423 0.884
N 0.937 1.457 1.707
C 0.575 1.769 2.991
O 0.872 2.764 3.613
C -0.316 0.699 3.582
C -0.778 0.639 4.883
C -1.543 -0.465 5.242
C -1.800 -1.483 4.328
C -1.294 -1.338 3.049
N -0.610 -0.258 2.718
C -1.349 -2.375 1.952
O -1.867 -3.457 2.124
N -0.722 -1.948 0.803
C -0.563 -2.952 -0.213
C -1.488 -3.077 -1.246
C -2.704 -2.197 -1.300
C -1.274 -4.059 -2.211
C -0.164 -4.882 -2.158
C 0.751 -4.741 -1.128
C 0.562 -3.784 -0.139
C 1.515 -3.664 1.015
H -0.928 4.717 0.467
H -0.315 4.373 2.088
H -1.095 3.100 1.168
H 0.995 5.330 -0.739
H 3.195 4.764 -1.710
H 4.387 2.735 -0.969
H 4.615 0.911 0.466
H 3.149 -0.041 0.543
H 3.655 0.890 1.950
H -0.533 1.425 5.583
H -1.923 -0.545 6.252
H -2.358 -2.371 4.589
H -3.191 -2.114 -0.327
H -3.427 -2.593 -2.012
H -2.451 -1.188 -1.635
H -2.006 -4.189 -2.999
H -0.021 -5.645 -2.911
H 1.619 -5.387 -1.082
H 2.425 -4.232 0.828
H 1.053 -4.057 1.925
H 1.795 -2.628 1.221
C 1.615 -1.872 -3.285
C 1.215 -0.692 -2.466
O 1.358 -0.714 -1.230
N 0.686 0.374 -3.075
C 0.407 1.622 -2.367
C -0.997 1.710 -1.810
C -1.998 2.378 -2.495
C -3.273 2.442 -1.956
C -3.523 1.835 -0.736
C -2.482 1.180 -0.109
N -1.252 1.122 -0.630
H 2.608 -2.187 -2.968
H 1.610 -1.670 -4.354
H 0.927 -2.688 -3.053
H 0.597 0.350 -4.078
H 0.567 2.443 -3.063
H 1.143 1.739 -1.571
H -1.773 2.854 -3.439
H -4.062 2.964 -2.480
H -4.499 1.862 -0.276
H -2.623 0.682 0.843
*
```

Record 3
Below is a structure of composition C10H20BBr8Na3O6, with properties calculated with ωB97M-V/def2-TZVPD.

Kohn-Sham gap	2.6	eV
HOMO level	0.0128	Ha

ORCA input file:
```
! RIJCOSX wB97M-V def2-TZVPD def2/J DEFGRID3
* xyz -2 1
Na -10.697 -17.072 -1.062
Na -9.754 -18.309 2.266
Na -11.455 -20.274 -0.239
C -8.609 -19.498 -0.210
O -9.153 -20.221 0.763
O -8.005 -20.056 -1.149
O -8.804 -18.213 -0.152
C -10.376 -18.794 -3.391
O -11.137 -19.222 -2.391
O -10.264 -19.518 -4.435
O -9.744 -17.673 -3.273
B -12.058 -17.713 1.117
H -11.144 -17.045 1.092
H -12.247 -18.071 0.049
H -11.692 -18.605 1.758
H -12.962 -17.159 1.690
Br -14.535 -20.869 -2.059
C -14.079 -19.243 -3.046
C -14.417 -18.053 -2.202
Br -13.960 -16.416 -3.157
H -14.649 -19.307 -3.967
H -12.998 -19.285 -3.239
H -13.848 -18.025 -1.278
H -15.473 -18.034 -1.939
Br -12.966 -18.273 4.725
C -13.692 -16.488 4.458
C -14.953 -16.514 3.638
Br -16.393 -17.535 4.463
H -12.914 -15.937 3.937
H -13.884 -16.083 5.447
H -14.808 -16.923 2.642
H -15.294 -15.494 3.449
Br -9.919 -15.475 3.658
C -10.477 -14.308 2.189
C -9.333 -13.948 1.244
Br -8.232 -15.435 0.716
H -10.843 -13.409 2.674
H -11.224 -14.895 1.661
H -8.695 -13.223 1.744
H -9.788 -13.514 0.356
Br -11.539 -20.990 3.252
C -11.899 -21.666 5.073
C -10.605 -21.623 5.828
Br -10.907 -22.318 7.642
H -12.257 -22.667 4.846
H -12.750 -21.094 5.428
H -10.270 -20.603 5.966
H -9.885 -22.264 5.334
*
```

Record 4
Below is a cluster of 4 separate species, H8O4 in total, with properties calculated with ωB97M-V/def2-TZVPD.

Kohn-Sham gap	11.4	eV
SMILES string	O.O.O.O
relative energy (zero: lowest compared OMol25 entry of this formula, charge and spin)	0.988	eV
HOMO level	-0.3965	Ha

ORCA input file:
```
! RIJCOSX wB97M-V def2-TZVPD def2/J DEFGRID3
* xyz 0 1
O 1.691 0.956 1.394
H 1.154 1.748 1.145
H 2.003 1.324 2.181
O -0.554 -0.393 0.184
H -0.069 -1.114 -0.248
H 0.070 0.024 0.726
O -3.451 0.733 0.298
H -2.617 0.448 0.656
H -3.479 0.467 -0.640
O 1.795 -1.340 -1.539
H 2.016 -2.148 -2.015
H 1.443 -0.700 -2.141
*
```

Record 5
Below is a cluster of 5 separate species, C30H75N5 in total, with properties calculated with ωB97M-V/def2-TZVPD.

Kohn-Sham gap	8.9	eV
SMILES string	CCN(CC)CC.CCN(CC)CC.CCN(CC)CC.CCN(CC)CC.CCN(CC)CC
relative energy (zero: lowest compared OMol25 entry of this formula, charge and spin)	1.197	eV
HOMO level	-0.2995	Ha

ORCA input file:
```
! RIJCOSX wB97M-V def2-TZVPD def2/J DEFGRID3
* xyz 0 1
C -3.291 16.832 -13.780
C -2.174 17.213 -14.765
N -1.679 16.031 -15.457
C -0.785 16.461 -16.558
C -1.585 16.925 -17.761
C -0.984 15.080 -14.603
C 0.248 15.658 -13.891
H -4.092 16.349 -14.344
H -3.720 17.721 -13.318
H -2.928 16.127 -13.035
H -2.615 17.975 -15.407
H -1.333 17.710 -14.261
H 0.059 17.118 -16.309
H -0.180 15.579 -16.811
H -2.331 16.209 -18.118
H -2.275 17.733 -17.493
H -0.935 17.236 -18.577
H -0.714 14.155 -15.118
H -1.610 14.649 -13.813
H 0.973 14.898 -13.586
H 0.066 16.345 -13.065
H 0.879 16.231 -14.579
C -9.894 14.811 -9.391
C -9.344 15.608 -10.564
N -8.907 14.730 -11.662
C -10.068 14.277 -12.402
C -9.791 13.006 -13.242
C -8.052 15.530 -12.557
C -6.641 15.706 -11.926
H -9.255 14.015 -8.985
H -10.831 14.307 -9.624
H -9.996 15.340 -8.436
H -10.060 16.387 -10.866
H -8.486 16.207 -10.260
H -10.819 13.947 -11.686
H -10.492 14.964 -13.148
H -8.826 13.044 -13.754
H -9.719 12.119 -12.607
H -10.565 12.821 -13.986
H -8.535 16.485 -12.790
H -7.811 14.942 -13.442
H -5.925 16.015 -12.693
H -6.342 14.741 -11.525
H -6.568 16.517 -11.201
C -3.317 10.965 -11.664
C -4.204 11.899 -10.849
N -3.625 12.412 -9.600
C -4.525 13.372 -8.939
C -5.840 12.695 -8.560
C -2.292 13.006 -9.818
C -2.310 14.279 -10.679
H -2.347 11.441 -11.851
H -3.768 10.791 -12.638
H -2.982 10.070 -11.138
H -4.467 12.772 -11.473
H -5.193 11.443 -10.781
H -3.941 13.654 -8.057
H -4.698 14.291 -9.514
H -6.443 12.570 -9.461
H -5.656 11.675 -8.221
H -6.376 13.282 -7.819
H -1.588 12.288 -10.237
H -1.877 13.135 -8.816
H -2.612 15.145 -10.093
H -2.914 14.188 -11.578
H -1.277 14.454 -10.996
C -3.252 21.330 -16.340
C -4.293 20.216 -16.208
N -5.656 20.746 -16.221
C -6.239 20.665 -17.552
C -5.447 21.282 -18.707
C -6.554 20.144 -15.257
C -6.139 20.372 -13.804
H -3.635 22.194 -16.877
H -2.327 20.971 -16.798
H -2.955 21.691 -15.353
H -4.114 19.363 -16.879
H -4.195 19.727 -15.232
H -7.205 21.181 -17.536
H -6.463 19.618 -17.818
H -4.465 20.808 -18.748
H -5.382 22.367 -18.640
H -5.939 21.073 -19.657
H -7.518 20.659 -15.342
H -6.788 19.109 -15.560
H -5.840 21.398 -13.603
H -6.996 20.176 -13.151
H -5.413 19.639 -13.445
C 2.736 19.296 -11.722
C 2.251 18.913 -13.155
N 2.130 19.999 -14.095
C 1.143 21.013 -13.776
C -0.246 20.381 -13.523
C 3.427 20.515 -14.522
C 4.180 19.509 -15.392
H 2.901 18.364 -11.181
H 2.036 19.937 -11.188
H 3.692 19.821 -11.764
H 3.001 18.214 -13.531
H 1.359 18.302 -13.015
H 1.421 21.521 -12.839
H 1.088 21.761 -14.564
H -0.335 19.851 -12.577
H -0.852 21.283 -13.369
H -0.649 19.815 -14.357
H 4.041 20.871 -13.685
H 3.232 21.404 -15.129
H 4.839 18.896 -14.769
H 4.862 19.968 -16.108
H 3.481 18.846 -15.895
*
```

Calculated max |F|, 2.3; 0.5; 2.4; 2.8; 2.2 eV/Å (same order as the records).
Calculated E, -20178.1584; -48820.6659; -597248.9961; -8319.6885; -39774.2184 eV (same order as the records).